# 1
{
  "formula": "C12H22BF4N4",
  "method": "ωB97M-V/def2-TZVPD",
  "symbols": ["C", "C", "N", "C", "C", "N", "C", "C", "H", "H", "H", "H", "H", "H", "H", "H", "H", "H", "H", "C", "C", "N", "C", "C", "N", "C", "C", "H", "H", "H", "H", "H", "H", "H", "H", "H", "H", "H", "B", "F", "F", "F", "F"],
  "xyz": [[0.20817, -3.20144, -2.93021], [0.44065, -1.75486, -2.43181], [1.09156, -0.98913, -3.47573], [2.42197, -0.66920, -3.42964], [2.69186, 0.23550, -4.44783], [1.50321, 0.38756, -5.15546], [0.53852, -0.41367, -4.58343], [1.21719, 1.14473, -6.42473], [-0.57000, -3.67198, -2.32925], [1.11774, -3.79982, -2.87797], [-0.13093, -3.20913, -3.96609], [0.93600, -1.67274, -1.46435], [-0.47218, -1.23121, -2.14787], [3.08635, -0.99993, -2.64502], [3.51721, 0.88985, -4.68660], [-0.47332, -0.46912, -4.95693], [2.13162, 0.97155, -6.99211], [1.17985, 2.19159, -6.12343], [0.34184, 0.79266, -6.97054], [-0.93201, 1.59789, 6.73926], [-0.21473, 1.04853, 5.39826], [-1.13714, 0.53230, 4.25914], [-1.81386, -0.65975, 4.17857], [-2.62756, -0.55769, 2.94095], [-2.31181, 0.53444, 2.27794], [-1.28818, 1.13172, 3.02473], [-2.72644, 0.67019, 0.91584], [-1.28164, 0.76901, 7.35474], [-1.75276, 2.25502, 6.45176], [-0.22299, 2.16741, 7.34012], [0.57116, 0.33812, 5.65473], [0.37491, 1.83844, 4.93301], [-1.57763, -1.43150, 4.89620], [-3.38167, -1.22935, 2.55808], [-0.65784, 1.97082, 2.76979], [-3.06579, 1.68102, 0.68965], [-3.43591, -0.11458, 0.65333], [-1.82669, 0.63950, 0.30134], [1.70911, 0.42426, 0.90027], [2.83960, 0.32744, 0.17701], [2.07813, 0.58858, 2.19342], [1.05625, 1.62003, 0.62012], [0.84825, -0.67321, 0.81062]],
  "forces_ev_per_angstrom": [[-0.17, 0.44, 0.50], [-1.14, -0.96, 0.06], [0.46, 0.96, -1.23], [0.59, 1.65, -0.78], [-1.41, -0.37, 0.11], [-2.28, -2.04, 0.56], [2.26, 1.15, 0.67], [1.80, -0.04, 1.15], [0.14, -0.11, 0.02], [-0.02, 0.09, 0.08], [-0.05, 0.10, 0.03], [0.91, -0.17, -0.42], [-0.44, -0.14, -0.65], [-0.24, 0.01, 0.04], [0.22, -0.48, 0.11], [0.09, -0.19, 0.27], [-0.33, 0.26, -0.48], [-0.31, -0.02, -0.41], [0.10, -0.06, 0.45], [0.01, -0.91, -1.88], [0.25, 1.14, 0.99], [-0.29, -1.13, -1.27], [0.18, 2.24, -0.72], [0.39, -1.05, 1.54], [1.87, -0.98, 2.56], [-0.20, 0.43, 1.14], [0.54, 1.58, -1.97], [-0.12, 0.05, -0.14], [-0.02, -0.03, 0.20], [0.24, -0.07, -0.38], [-0.54, -0.72, -0.34], [-0.37, 0.20, -0.19], [-0.65, -0.30, 0.00], [0.10, -0.25, 0.18], [-0.05, 0.22, -0.61], [-0.62, -0.11, 0.42], [0.10, 0.28, 0.12], [0.20, -0.61, -0.05], [0.57, 0.90, 0.51], [0.85, -0.76, -1.76], [0.19, -0.38, 3.11], [-1.80, 0.83, -1.04], [-0.98, -0.63, -0.51]],
  "lowdin_charge": [-0.041, -0.166, -0.060, 0.018, 0.026, -0.090, 0.022, 0.042, 0.079, 0.086, 0.076, 0.116, 0.119, 0.147, 0.142, 0.163, 0.102, 0.104, 0.103, -0.016, -0.063, 0.040, 0.206, 0.135, -0.015, 0.181, 0.055, 0.077, 0.077, 0.094, 0.137, 0.126, 0.174, 0.172, 0.190, 0.130, 0.126, 0.121, -1.438, 0.179, 0.138, 0.097, 0.090],
  "gap_ev": [7.0, 3.4],
  "total_charge": 2,
  "s_squared": 0.77,
  "e_homo_ha": [-0.548, -0.548],
  "spin_multiplicity": 2
}

=====

# 2
{
  "formula": "C30H33Cl5N10O4Sc",
  "method": "ωB97M-V/def2-TZVPD",
  "symbols": ["Sc", "Cl", "C", "C", "C", "N", "C", "O", "C", "C", "C", "C", "C", "N", "C", "C", "C", "Cl", "N", "C", "O", "C", "C", "C", "C", "C", "N", "H", "H", "H", "H", "H", "H", "H", "H", "H", "H", "N", "C", "C", "C", "C", "N", "C", "N", "N", "C", "O", "O", "H", "H", "H", "H", "H", "H", "H", "H", "H", "H", "H", "H", "H", "H", "C", "C", "C", "C", "N", "H", "H", "H", "H", "H", "H", "H", "H", "H", "Cl", "C", "Cl", "Cl", "C", "N"],
  "xyz": [[-8.71796, -2.82947, -15.76365], [-2.89102, -1.73582, -12.81833], [-4.30713, -2.57903, -13.09409], [-5.47403, -1.82434, -13.24044], [-6.65875, -2.39156, -13.70760], [-7.75644, -1.63377, -14.10867], [-7.98047, -0.48548, -13.41358], [-7.40260, -0.17436, -12.35627], [-8.92605, 0.58094, -13.94907], [-8.85236, 1.87853, -13.33310], [-9.68421, 2.89331, -13.77885], [-10.55558, 2.60512, -14.84130], [-10.48095, 1.34645, -15.40862], [-9.73981, 0.34785, -14.96199], [-6.65330, -3.75475, -13.98079], [-5.50482, -4.57443, -13.77556], [-4.34721, -3.98842, -13.29376], [-2.97588, -4.95811, -13.20065], [-7.77191, -4.29976, -14.59814], [-8.29256, -5.50128, -14.29390], [-7.69303, -6.47723, -13.82861], [-9.77563, -5.63773, -14.36365], [-10.35516, -6.92654, -14.33634], [-11.72711, -7.08354, -14.23373], [-12.51752, -5.92326, -14.13451], [-11.83642, -4.70125, -14.14156], [-10.54385, -4.56024, -14.39997], [-5.40307, -0.77420, -12.97373], [-8.13555, 1.98786, -12.48465], [-9.65079, 3.82966, -13.24084], [-11.23150, 3.37681, -15.27214], [-11.02362, 1.12141, -16.32584], [-5.59955, -5.63640, -13.89784], [-9.69388, -7.81590, -14.43461], [-12.14199, -8.11655, -14.20955], [-13.60313, -5.96021, -14.05853], [-12.35651, -3.78834, -13.90885], [-10.60916, -1.84216, -16.77146], [-11.52752, -2.83314, -17.37432], [-12.52216, -2.37297, -18.42244], [-13.39498, -1.13477, -18.00772], [-14.45494, -1.44430, -16.94562], [-13.96809, -1.48610, -15.56840], [-13.65380, -0.48658, -14.75667], [-13.81886, 0.79824, -15.06195], [-13.24247, -0.80872, -13.50482], [-10.61239, -4.02350, -17.86849], [-11.03759, -4.87390, -18.62704], [-9.41826, -3.94603, -17.32687], [-11.07203, -1.14887, -16.18285], [-10.15181, -1.31832, -17.53960], [-12.10431, -3.27139, -16.56163], [-13.15774, -3.25256, -18.62186], [-12.06864, -2.14306, -19.38263], [-13.88656, -0.72223, -18.90363], [-12.76090, -0.28401, -17.67516], [-14.87235, -2.44435, -17.10789], [-15.27195, -0.68354, -17.01077], [-14.07219, -2.37911, -15.08270], [-13.95894, 1.10400, -16.03305], [-13.52592, 1.50990, -14.40757], [-13.33729, -1.77866, -13.19659], [-13.25031, -0.08991, -12.79279], [-5.65123, -3.77382, -17.58037], [-5.99216, -2.36802, -18.02125], [-6.38580, -2.37536, -19.49092], [-4.85325, -1.44165, -17.64669], [-7.18803, -1.89502, -17.18803], [-4.77090, -4.14284, -18.15266], [-6.49040, -4.47224, -17.75102], [-5.32931, -3.81038, -16.54651], [-5.71434, -3.00601, -20.05291], [-6.38255, -1.35612, -19.91440], [-7.35891, -2.84444, -19.58281], [-3.87966, -1.82539, -17.96872], [-4.83106, -1.33891, -16.55870], [-4.95353, -0.45721, -18.15817], [-8.97056, 2.40706, -19.01182], [-7.92696, 1.71978, -17.85040], [-6.04268, 1.08961, -19.70647], [-7.01132, 2.85152, -16.99882], [-7.47976, 0.40968, -17.81412], [-7.45330, -0.67331, -17.34997]],
  "forces_ev_per_angstrom": [[1.56, 1.61, -1.37], [1.62, 0.56, 0.55], [-2.16, -1.40, -0.60], [0.96, -0.28, 0.35], [0.74, 0.09, -0.02], [-1.56, 1.03, 0.20], [0.84, -0.30, 0.59], [-0.60, -0.07, -0.47], [0.24, 1.15, 0.55], [0.42, -1.12, 0.21], [-0.02, -0.96, 0.23], [-0.09, 0.87, -0.08], [-0.51, 0.38, -0.60], [0.45, -0.73, 0.24], [1.65, -1.81, -0.21], [-0.86, 1.63, 0.82], [-1.11, 1.51, -0.66], [1.40, -0.69, 0.36], [-2.08, -0.01, 0.00], [1.71, -0.21, 0.51], [-0.32, 0.19, -0.12], [-1.12, -1.15, -1.03], [0.68, -0.60, -0.02], [-0.14, -0.15, -0.18], [0.67, 0.01, 0.25], [-0.71, -0.93, -0.57], [0.59, 0.73, 0.88], [-0.13, -0.26, -0.37], [-0.75, -0.02, -0.96], [-0.15, 0.25, -0.32], [0.67, -0.64, 0.30], [-0.17, 0.18, 0.02], [0.15, -0.12, -0.29], [-0.49, 0.95, 0.31], [0.15, 1.05, -0.13], [0.28, 0.00, 0.21], [-0.38, 0.43, -0.30], [-0.59, 0.51, -0.60], [0.81, -0.45, 0.17], [-0.71, 0.62, 0.06], [0.63, -0.25, -0.24], [-0.47, 0.75, -0.44], [0.11, -0.60, 0.59], [-0.35, -0.19, 0.90], [-0.06, 0.22, -1.01], [-0.42, -0.10, -0.29], [1.04, 0.41, 0.66], [-0.06, 0.39, 0.28], [-1.50, -0.96, -0.69], [0.15, -0.13, -0.19], [0.03, -0.13, 0.60], [-0.03, -0.09, 0.32], [0.01, 0.38, 0.02], [0.40, 0.06, 0.01], [-0.07, -0.37, 0.29], [-0.09, -0.52, -0.02], [-0.10, 0.34, -0.14], [0.38, -0.64, 0.12], [0.35, 0.41, -0.50], [0.16, -0.37, 0.82], [0.25, -0.11, -0.19], [0.25, 0.72, -0.09], [0.20, -0.27, -0.11], [0.27, -0.75, -0.43], [-0.69, -0.05, 0.84], [0.05, 0.62, 0.00], [0.53, 0.79, -0.73], [0.76, -3.37, 0.46], [-0.60, 0.21, 0.12], [0.26, 0.20, 0.14], [-0.19, 0.04, 0.43], [0.51, -0.11, -0.29], [-0.12, -0.42, 0.13], [-0.39, 0.01, -0.02], [-0.07, -0.22, -0.03], [0.05, 0.12, -0.03], [-0.05, -0.53, 0.58], [-0.57, -0.05, -0.77], [-0.65, -2.47, 1.62], [1.39, -0.18, -1.56], [0.91, 1.26, 0.85], [-1.75, 3.82, -0.53], [-1.36, 0.26, 0.61]],
  "lowdin_charge": [1.130, 0.710, -0.724, -0.040, -0.239, 0.022, -0.437, -0.010, -0.162, 0.010, -0.068, -0.084, -0.202, 0.105, -0.225, -0.042, -0.729, 0.688, -0.007, -0.450, 0.041, -0.177, 0.015, -0.057, -0.059, -0.163, 0.107, 0.107, 0.127, 0.100, 0.108, 0.087, 0.097, 0.135, 0.119, 0.094, 0.069, 0.027, -0.288, -0.131, -0.163, -0.160, 0.086, -0.433, 0.228, 0.204, -0.559, 0.063, -0.150, 0.044, 0.125, 0.112, 0.124, 0.126, 0.117, 0.101, 0.132, 0.129, 0.151, 0.140, 0.125, 0.119, 0.130, -0.062, -0.597, -0.057, -0.064, -0.094, 0.091, 0.083, 0.061, 0.069, 0.000, 0.071, 0.081, 0.080, 0.005, 0.463, -1.447, -0.148, 0.519, -0.406, -0.038],
  "gap_ev": 2.3,
  "total_charge": -1,
  "e_above_lowest_kcal_mol": 75.6,
  "e_homo_ha": -0.079
}

=====

# 3
{
  "formula": "CH3N3O2Si",
  "method": "ωB97M-V/def2-TZVPD",
  "symbols": ["C", "N", "N", "N", "O", "O", "Si", "H", "H", "H"],
  "xyz": [[-0.07876, -1.41547, 0.91332], [-0.37316, -1.72534, 1.96737], [1.75426, 0.16743, -1.10087], [-1.52496, 1.01708, 0.73710], [-1.26188, 1.28110, 1.89177], [-2.56154, 1.20077, 0.10194], [0.25300, -0.47023, -0.62199], [2.02782, 0.77209, -1.84730], [2.58635, -0.13676, -0.59050], [-0.82112, -0.69067, -1.45085]],
  "forces_ev_per_angstrom": [[1.59, 0.65, -1.88], [-0.43, -0.82, 1.62], [0.01, -1.52, 1.40], [1.72, -1.18, -1.73], [-0.99, 0.24, -0.73], [0.73, 0.18, 1.29], [-0.60, 2.32, 2.39], [-0.48, 0.22, -0.45], [-0.45, 0.24, -0.09], [-1.10, -0.34, -1.81]],
  "lowdin_charge": [-0.352, 0.118, -0.072, -0.392, -0.045, -0.070, 0.769, 0.042, 0.055, -0.053],
  "gap_ev": [7.3, 7.3],
  "total_charge": 0,
  "e_above_lowest_kcal_mol": 54.6,
  "e_homo_ha": [-0.304, -0.304]
}

=====

Number 1 is which compound?
C12H22BF4N4